{
  "formula": "C11H5CrN2O5",
  "method": "wB97M-V/def2-TZVPD",
  "species": ["Cr", "O", "O", "O", "O", "O", "N", "N", "C", "C", "C", "C", "C", "C", "C", "C", "C", "C", "C", "H", "H", "H", "H", "H"],
  "coordinates": [[-0.241, -0.130, -0.420], [-1.803, 0.442, -3.771], [-2.747, -0.737, 1.214], [-0.220, -2.460, -2.459], [1.593, -1.276, 1.714], [1.606, 3.990, 3.121], [5.428, -1.744, -2.757], [1.437, 0.513, -1.295], [3.745, 1.399, -2.449], [-0.155, -1.549, -1.722], [-1.914, -0.067, -2.739], [0.762, 3.204, 3.178], [2.758, 2.319, -2.097], [4.613, -0.950, -2.485], [1.598, 1.840, -1.486], [-1.888, -0.572, 0.453], [2.427, -0.389, -1.547], [3.597, 0.034, -2.163], [0.875, -0.592, 1.027], [2.212, -1.416, -1.197], [0.373, 0.538, 1.217], [4.662, 1.707, -2.925], [0.768, 2.450, -1.105], [2.869, 3.384, -2.259]],
  "lowdin_charge": [0.59, 0.17, 0.28, 0.25, 0.21, 0.02, 0.24, -0.11, 0.08, -0.07, 0.09, 0.01, 0.04, -0.12, -0.04, 0.01, -0.04, -0.14, -0.19, 0.14, 0.15, 0.15, 0.14, 0.14],
  "charge": 2,
  "homo_energy_ha": [-0.647, -0.646],
  "lumo_energy_ev": [-10.09, -10.97],
  "spin_multiplicity": 4,
  "e_above_lowest_kcal_mol": 0.0,
  "energy_ev": -53104.414,
  "s2": 3.89
}

---

{
  "formula": "C11H66NO21",
  "method": "wB97M-V/def2-TZVPD",
  "species": ["O", "O", "O", "O", "O", "O", "O", "O", "O", "O", "O", "O", "O", "O", "O", "O", "O", "O", "O", "O", "O", "N", "C", "C", "C", "C", "C", "C", "C", "C", "C", "C", "C", "H", "H", "H", "H", "H", "H", "H", "H", "H", "H", "H", "H", "H", "H", "H", "H", "H", "H", "H", "H", "H", "H", "H", "H", "H", "H", "H", "H", "H", "H", "H", "H", "H", "H", "H", "H", "H", "H", "H", "H", "H", "H", "H", "H", "H", "H", "H", "H", "H", "H", "H", "H", "H", "H", "H", "H", "H", "H", "H", "H", "H", "H", "H", "H", "H", "H"],
  "coordinates": [[-17.783, 25.432, -6.217], [-20.694, 29.094, -4.132], [-14.009, 29.945, 1.140], [-22.015, 25.995, -3.703], [-20.284, 26.548, -5.683], [-12.835, 27.025, 0.187], [-11.916, 28.890, -2.990], [-18.200, 26.030, 3.430], [-17.361, 30.975, 2.458], [-16.344, 25.647, 1.381], [-12.094, 25.447, -6.947], [-13.536, 32.579, -0.466], [-18.367, 23.050, -4.763], [-11.948, 24.696, -4.310], [-21.739, 28.451, -1.792], [-22.738, 23.131, -1.860], [-19.429, 21.608, -0.325], [-17.275, 30.902, -6.230], [-20.333, 22.071, -2.970], [-13.828, 29.466, -8.818], [-12.528, 31.268, -7.114], [-16.602, 28.129, -2.444], [-16.558, 30.475, -2.958], [-14.171, 27.615, -5.501], [-15.673, 28.884, -1.535], [-15.762, 30.371, -1.800], [-15.201, 28.322, -4.717], [-19.943, 25.946, -0.066], [-17.439, 29.172, -3.040], [-18.495, 26.295, -2.327], [-15.947, 27.348, -3.564], [-19.233, 25.304, -1.295], [-17.379, 27.117, -1.678], [-14.130, 29.646, 2.052], [-18.381, 24.589, -0.848], [-19.983, 22.087, 0.412], [-19.336, 26.716, -2.717], [-18.471, 23.891, -5.219], [-11.699, 29.483, -3.624], [-18.749, 25.769, -6.187], [-16.491, 26.580, -4.200], [-14.677, 29.759, -8.651], [-22.838, 23.997, -1.933], [-15.796, 28.728, -0.553], [-18.504, 29.218, -2.479], [-18.145, 31.100, -6.340], [-12.885, 30.730, -7.833], [-19.933, 24.700, -1.904], [-13.146, 29.694, 0.834], [-14.749, 30.866, -1.842], [-11.445, 25.472, -4.043], [-19.923, 27.460, -5.515], [-12.991, 32.243, -7.221], [-16.218, 30.720, -3.759], [-17.483, 25.471, -7.181], [-19.646, 22.488, -3.649], [-11.366, 25.911, -6.935], [-15.726, 26.227, 1.563], [-13.712, 28.343, -6.217], [-12.104, 25.068, -5.055], [-13.198, 26.983, 1.189], [-16.744, 26.249, -1.393], [-17.926, 26.847, 3.508], [-19.819, 22.044, -1.139], [-16.042, 28.730, -5.451], [-12.439, 26.161, 0.002], [-17.324, 31.439, -2.890], [-17.151, 30.191, 2.977], [-15.178, 26.834, -3.062], [-16.296, 30.517, -0.932], [-17.795, 27.502, -0.753], [-14.715, 28.367, -1.648], [-13.581, 27.150, -4.716], [-19.104, 26.389, 0.392], [-21.000, 28.761, -3.222], [-17.689, 25.896, 2.542], [-21.385, 29.455, -4.659], [-13.663, 28.571, -8.603], [-17.997, 28.819, -3.874], [-22.030, 22.945, -2.453], [-14.542, 26.737, -6.017], [-11.482, 28.169, -2.939], [-14.555, 28.998, -4.304], [-13.462, 31.654, -0.294], [-12.503, 25.735, -7.734], [-20.956, 26.316, -5.029], [-20.524, 26.495, -0.550], [-20.583, 25.389, 0.521], [-20.872, 21.590, -3.520], [-17.039, 30.752, -7.091], [-22.181, 26.624, -2.958], [-17.497, 22.845, -4.386], [-18.099, 25.911, -3.159], [-14.222, 32.837, 0.251], [-21.835, 28.531, -0.974], [-22.867, 25.462, -3.963], [-17.774, 30.641, 1.635], [-22.426, 29.005, -2.195], [-16.090, 24.837, 1.101]],
  "lowdin_charge": [-0.13, -0.07, -0.03, -0.09, -0.08, -0.12, 0.09, -0.03, -0.06, 0.08, 0.06, -0.08, -0.05, 0.03, 0.06, 0.02, -0.14, 0.04, -0.07, 0.02, -0.15, -0.20, -0.14, -0.13, -0.09, -0.14, -0.19, -0.04, -0.08, -0.15, -0.03, -0.16, -0.12, 0.06, 0.14, 0.08, 0.06, 0.01, 0.00, 0.03, 0.14, 0.01, -0.07, 0.07, 0.17, 0.00, -0.04, 0.09, 0.03, 0.15, 0.05, 0.05, 0.13, -0.02, 0.09, 0.08, -0.03, -0.03, 0.09, -0.14, 0.11, 0.14, -0.09, -0.01, 0.14, 0.04, 0.20, 0.02, 0.10, 0.10, 0.12, 0.13, 0.06, 0.05, 0.01, 0.04, 0.03, 0.03, 0.10, -0.02, 0.07, -0.07, 0.06, -0.04, 0.04, -0.02, -0.04, 0.08, 0.01, 0.00, 0.04, 0.08, 0.05, 0.10, -0.05, 0.14, 0.04, 0.11, 0.03],
  "charge": 1,
  "homo_energy_ha": -0.446,
  "lumo_energy_ev": -2.74,
  "e_above_lowest_kcal_mol": 90.0,
  "energy_ev": -56949.331
}

---

{
  "formula": "C11H6Cl20",
  "method": "wB97M-V/def2-TZVPD",
  "species": ["Cl", "Cl", "Cl", "Cl", "Cl", "Cl", "Cl", "Cl", "Cl", "Cl", "Cl", "Cl", "Cl", "Cl", "Cl", "Cl", "Cl", "Cl", "Cl", "Cl", "C", "C", "C", "C", "C", "C", "C", "C", "C", "C", "C", "H", "H", "H", "H", "H", "H"],
  "coordinates": [[-8.290, -22.126, 5.379], [-6.554, -23.698, -1.224], [3.541, -25.079, 3.163], [-10.177, -20.863, 3.449], [-0.985, -27.156, 4.254], [3.060, -24.790, 0.319], [-7.507, -19.712, 4.004], [-5.740, -20.828, 7.841], [-3.652, -23.693, -1.498], [0.902, -24.407, 2.356], [-4.360, -20.666, 10.343], [-3.222, -19.220, 8.176], [-2.111, -29.593, 2.997], [-7.712, -22.041, 2.505], [2.086, -27.097, 1.891], [-3.221, -22.201, 8.161], [-3.888, -27.611, 3.991], [-4.921, -25.229, 0.684], [-5.190, -26.143, -1.982], [-2.082, -27.010, 1.566], [2.412, -25.340, 1.885], [-4.071, -22.648, 4.526], [-3.298, -23.722, 4.055], [-4.138, -20.689, 8.601], [-5.084, -24.637, -1.012], [-2.789, -23.684, 2.676], [-2.260, -27.857, 3.159], [-4.373, -21.617, 3.653], [-8.447, -21.195, 3.849], [-3.051, -22.577, 1.914], [-3.804, -21.509, 2.366], [-4.905, -20.847, 4.192], [-3.005, -24.585, 4.635], [-4.346, -22.517, 5.563], [-2.647, -22.477, 0.918], [-2.054, -24.366, 2.275], [-4.119, -20.639, 1.809]],
  "lowdin_charge": [0.50, 0.54, 0.54, 0.51, 0.47, 0.53, 0.52, 0.50, 0.54, 0.47, 0.52, 0.52, 0.54, 0.53, 0.49, 0.49, 0.47, 0.51, 0.49, 0.50, -2.00, -0.11, -0.04, -1.99, -1.98, -0.14, -1.91, -0.13, -2.01, -0.16, -0.07, 0.06, 0.07, 0.05, 0.07, 0.02, 0.10],
  "charge": 0,
  "homo_energy_ha": -0.332,
  "lumo_energy_ev": -0.18,
  "energy_ev": -261950.187,
  "smiles": "ClC(Cl)(Cl)Cl.ClC(Cl)(Cl)Cl.ClC(Cl)(Cl)Cl.ClC(Cl)(Cl)Cl.ClC(Cl)(Cl)Cl.c1ccccc1"
}

---

{
  "formula": "C11H6ClN3O3",
  "method": "wB97M-V/def2-TZVPD",
  "species": ["Cl", "O", "O", "O", "N", "N", "N", "C", "C", "C", "C", "C", "C", "C", "C", "C", "C", "C", "H", "H", "H", "H", "H", "H"],
  "coordinates": [[-0.741, -1.907, 1.599], [1.686, -2.354, -0.599], [-0.583, 1.033, -2.154], [2.866, -1.129, 0.957], [0.307, -0.769, -1.270], [0.261, -2.742, -2.475], [-1.078, -0.891, -3.200], [-0.492, -0.185, -2.201], [-1.250, 2.003, 2.662], [0.748, -2.052, -1.492], [-0.733, -2.161, -3.283], [-0.549, -0.129, 1.673], [0.396, 1.953, 0.886], [-0.327, 2.674, 1.850], [1.988, -1.236, 0.108], [0.310, 0.562, 0.828], [-1.340, 0.601, 2.575], [1.102, -0.101, -0.277], [-2.061, 0.077, 3.214], [1.762, 0.644, -0.762], [-0.294, 3.759, 1.891], [1.033, 2.490, 0.192], [-1.192, -2.795, -4.029], [-1.820, 2.656, 3.308]],
  "lowdin_charge": [0.72, 0.19, 0.09, 0.16, 0.11, 0.16, 0.17, -0.51, -0.06, -0.32, -0.10, -0.51, -0.01, -0.06, -0.38, -0.18, -0.09, -0.14, 0.11, 0.19, 0.11, 0.12, 0.11, 0.11],
  "charge": 0,
  "homo_energy_ha": -0.362,
  "lumo_energy_ev": -0.41,
  "e_above_lowest_kcal_mol": 0.0,
  "energy_ev": -34639.649,
  "smiles": "O=C1Oc2ncnc(=O)n2[C@H]1c1ccccc1Cl"
}

---

{
  "formula": "C11H6F9MnN2OS",
  "method": "wB97M-V/def2-TZVPD",
  "species": ["Mn", "S", "F", "F", "F", "F", "F", "F", "F", "F", "F", "O", "N", "N", "C", "C", "C", "C", "C", "C", "C", "C", "C", "C", "C", "H", "H", "H", "H", "H", "H"],
  "coordinates": [[0.128, -0.760, -0.169], [-0.828, 0.959, -1.208], [-3.826, 0.694, -4.234], [-4.923, 1.273, -2.466], [3.040, -3.431, 0.598], [2.660, -2.705, -1.389], [3.059, 0.373, 2.181], [1.909, -1.445, 2.434], [-2.894, 1.978, -2.761], [1.065, -2.604, 0.091], [4.068, -1.540, 2.283], [1.815, -0.213, -0.153], [-1.040, -0.015, 2.555], [-1.572, -1.441, -0.920], [2.866, -1.022, 0.293], [-3.952, -1.466, -2.249], [2.986, -0.908, 1.839], [-2.293, -2.565, -0.943], [2.503, -2.476, -0.101], [4.174, -0.608, -0.360], [-0.619, -0.268, 1.511], [-2.014, -0.316, -1.517], [-3.203, -0.291, -2.208], [-3.500, -2.609, -1.609], [-3.718, 0.936, -2.925], [4.065, -0.613, -1.441], [-1.890, -3.423, -0.422], [-4.077, -3.521, -1.626], [4.416, 0.400, -0.030], [-4.895, -1.473, -2.781], [4.976, -1.284, -0.067]],
  "lowdin_charge": [0.74, 0.97, 0.18, 0.18, 0.25, 0.21, 0.20, 0.16, 0.12, 0.02, 0.19, -0.19, 0.12, -0.08, -0.38, 0.07, -0.58, -0.04, -0.49, 0.05, -0.27, -0.54, -0.07, 0.01, -0.60, 0.11, 0.14, 0.13, 0.12, 0.15, 0.12],
  "charge": 1,
  "homo_energy_ha": [-0.504, -0.510],
  "lumo_energy_ev": [-7.08, -5.78],
  "spin_multiplicity": 4,
  "e_above_lowest_kcal_mol": 6.3,
  "energy_ev": -83137.783,
  "s2": 4.07
}

---

{
  "formula": "C11H6O2",
  "method": "wB97M-V/def2-TZVPD",
  "species": ["O", "O", "C", "C", "C", "C", "C", "C", "C", "C", "C", "C", "C", "H", "H", "H", "H", "H", "H"],
  "coordinates": [[3.534, -1.202, 0.223], [1.465, -2.156, -0.253], [0.648, 2.440, 0.008], [-0.929, -2.301, 0.009], [-2.109, -1.531, 0.208], [-2.101, -0.167, -0.055], [1.784, 1.670, -0.012], [-0.659, 1.949, -0.030], [2.363, -1.016, -0.030], [1.550, 0.235, -0.138], [-0.908, 0.602, -0.100], [0.258, -0.180, -0.014], [0.187, -1.609, -0.098], [-1.386, 2.688, 0.208], [0.736, 3.582, 0.008], [-3.125, -1.927, 0.104], [2.830, 2.165, -0.067], [-0.920, -3.435, 0.094], [-3.218, 0.192, -0.065]],
  "lowdin_charge": [0.14, 0.09, -0.09, -0.01, -0.07, -0.04, 0.02, -0.02, -0.30, -0.04, -0.16, -0.09, -0.21, 0.11, 0.13, 0.11, 0.15, 0.15, 0.14],
  "charge": 0,
  "homo_energy_ha": -0.316,
  "lumo_energy_ev": -0.75,
  "e_above_lowest_kcal_mol": 0.0,
  "energy_ev": -15598.141,
  "smiles": "O=C1Oc2cccc3cccc1c23"
}